Record 1
{"formula": "C14H16", "method": "the ωB97M-V functional and the def2-TZVPD basis", "species": ["C", "H", "C", "C", "H", "C", "H", "H", "H", "H", "C", "H", "H", "C", "C", "C", "H", "H", "H", "C", "C", "H", "C", "H", "C", "C", "C", "H", "H", "H"], "xyz": [[-2.3816, -0.6360, 1.4155], [2.3744, 4.3384, -2.3023], [-1.4435, -2.8799, 1.3402], [-3.1726, 0.5253, 0.9018], [-0.1481, -3.3620, 2.9291], [-2.1655, -1.8349, 0.7101], [-2.6459, -1.9103, -0.2180], [-3.6935, 0.9653, 1.8273], [-0.4387, 0.5147, -0.3341], [0.3519, 2.7956, -1.3298], [-0.8947, -1.4557, 3.2065], [-1.8125, 0.5631, 3.2052], [-1.4899, -3.7125, 0.5934], [-1.6643, -0.3542, 2.6730], [-0.8717, -2.7052, 2.5323], [2.8733, 0.9991, -2.3886], [3.5784, 1.3048, -3.0418], [1.0868, -1.5210, -0.9898], [1.8740, 3.3505, -3.6817], [0.5264, 0.6376, -0.8253], [0.9300, 1.9692, -1.2299], [-2.5406, 1.2760, 0.5327], [2.3953, 3.3132, -2.7358], [3.3774, -1.0298, -1.8810], [1.3494, -0.4214, -1.1806], [2.0437, 2.1414, -2.0494], [2.6457, -0.2282, -1.8270], [-0.5407, -1.4079, 4.2245], [-3.8969, 0.1202, 0.1161], [3.5448, 3.2922, -2.9062]], "forces_ev_per_angstrom": [[2.31, 0.73, 1.59], [-0.92, -0.84, 0.35], [-2.08, 0.18, -4.54], [-2.50, -1.58, 0.95], [0.21, -1.32, 0.46], [0.11, 1.66, 3.40], [-0.48, -0.54, -1.24], [0.25, -0.51, -1.69], [0.34, -0.25, -0.11], [-2.39, 2.26, 1.06], [-2.51, 1.45, -1.11], [0.03, 0.33, 0.14], [0.93, -0.12, 1.66], [0.12, -4.31, -1.44], [1.56, 1.69, 1.66], [-2.99, 0.95, 2.98], [2.93, -0.05, -1.84], [0.18, 1.90, 0.14], [0.08, 0.25, -0.54], [0.74, 1.24, -1.02], [2.07, -3.28, -1.33], [0.79, 1.09, -0.85], [3.40, 3.98, -1.52], [-0.41, -0.09, -0.34], [1.24, -1.54, 0.37], [-0.52, -4.71, 1.92], [-1.95, 0.27, 0.29], [0.56, 0.16, -0.06], [0.72, 1.11, 1.04], [-1.82, -0.11, -0.37]], "lowdin_charge": [-0.291, 0.095, -0.110, -0.076, 0.086, -0.056, 0.086, 0.105, 0.075, 0.070, -0.058, 0.089, 0.120, -0.010, -0.127, -0.047, 0.059, 0.115, 0.090, -0.062, -0.020, 0.041, -0.102, 0.097, -0.090, -0.320, -0.066, 0.089, 0.103, 0.112], "e_lumo_ev": 0.9, "homo_lumo_gap_ev": 9.578, "total_charge": 0}

Record 2
{"formula": "CH6N2S", "method": "the ωB97M-V functional and the def2-TZVPD basis", "species": ["H", "H", "N", "C", "S", "H", "N", "H", "H", "H"], "xyz": [[0.1951, -0.6924, 1.5743], [-1.0549, 1.5273, -0.2575], [-0.3185, -2.2295, 0.5707], [1.2068, -0.5697, -0.1338], [-1.7624, 2.0188, 0.7524], [-2.4823, 2.7901, -0.0499], [0.3683, -1.1555, 0.6777], [1.6934, 0.3369, 0.1643], [-0.1484, -2.6840, -0.3283], [1.4317, -1.0193, -1.0832]], "forces_ev_per_angstrom": [[0.13, -0.07, -0.28], [0.18, -0.15, -0.26], [-0.78, -0.82, 0.42], [0.29, 0.32, -0.15], [0.03, -0.08, 0.44], [-0.20, 0.22, -0.19], [0.17, 0.26, -0.10], [-0.01, 0.16, 0.24], [0.26, 0.35, -0.01], [-0.08, -0.18, -0.11]], "lowdin_charge": [0.148, -0.247, 0.006, -0.037, 0.472, -0.233, -0.258, 0.051, 0.037, 0.060], "e_lumo_ev": 0.8, "homo_lumo_gap_ev": 8.796, "total_charge": 0}

Record 3
{"formula": "C15H28B2Br21INO2", "method": "the ωB97M-V functional and the def2-TZVPD basis", "species": ["I", "O", "C", "C", "H", "H", "C", "Br", "H", "H", "C", "H", "Br", "H", "H", "Br", "H", "O", "Br", "C", "C", "Br", "H", "H", "C", "H", "Br", "H", "Br", "C", "Br", "Br", "C", "H", "C", "Br", "Br", "H", "H", "H", "Br", "H", "C", "Br", "Br", "Br", "Br", "H", "H", "Br", "H", "H", "H", "Br", "H", "H", "B", "B", "C", "H", "Br", "C", "Br", "C", "H", "C", "N", "Br", "H", "H"], "xyz": [[-4.6044, 2.5806, 2.2594], [-0.4016, 2.0492, 4.0102], [-1.5103, -1.8980, 1.9341], [-0.9823, -2.6450, 3.3335], [6.3021, 4.8686, -9.0818], [0.2074, -2.6375, 3.2420], [-1.1834, 4.8173, 3.8218], [-1.9427, -10.9240, 7.6278], [3.1475, 6.4647, -13.0045], [-1.3650, -3.7505, 3.3059], [1.5386, -9.0212, 5.8256], [-0.3973, 4.7279, 4.6871], [-1.4615, -5.5731, 6.0301], [-0.6748, 4.6442, 2.7579], [-1.7032, 5.8873, 3.8864], [5.4469, 5.5967, -12.5725], [-2.0845, 3.7454, 0.7440], [-2.2574, 3.7724, 3.9003], [3.8306, 5.2075, -9.0227], [5.6024, 4.9931, -8.2489], [-0.1569, -4.7012, 7.1799], [4.0852, 8.3925, -11.7272], [0.2608, 2.8541, -2.8399], [-1.6286, -2.7105, 1.0720], [-1.4516, 2.7771, 0.5151], [-3.6780, -1.9680, 2.6378], [-3.0107, -8.9007, 5.3583], [-1.3395, 0.7604, 0.8787], [-0.1298, -0.1618, -8.3077], [-2.9111, 0.1230, 3.1263], [3.0391, 4.8717, -4.2687], [2.4628, -8.2324, 4.3065], [0.2138, -0.7026, -6.4709], [0.5526, 1.4131, -1.6500], [0.1598, 2.5376, -1.6982], [-1.0862, 0.0551, -5.2380], [0.7084, 3.5008, -6.0217], [3.1799, 3.1619, -6.0809], [0.5146, -8.6336, 5.8133], [-1.8440, 3.6384, -1.6644], [-0.4895, -2.7907, 7.3332], [-3.5152, -0.9304, 1.0733], [4.1282, 6.9509, -13.0326], [-3.3044, -8.1282, 8.4731], [2.6043, 1.6806, -4.1569], [4.3789, 7.6200, -14.8419], [1.4153, -10.9566, 5.6726], [-3.9491, 0.1915, 3.6859], [-1.2649, -2.0446, 4.2973], [5.7265, 3.3873, -7.1579], [-0.6410, 1.7931, 4.9681], [1.1918, -0.2944, -6.1951], [-0.2772, -5.1280, 8.1811], [6.1612, 6.5784, -7.2697], [-0.3052, 2.8924, 0.8268], [-2.0232, 1.7091, -1.4863], [-1.7246, 2.4728, 3.4467], [-2.6314, 1.5734, 2.3984], [-3.2613, -9.5698, 7.1677], [-0.6309, -1.1523, 1.6471], [0.3358, -2.6362, -6.2964], [-1.4111, 2.6748, -1.1540], [1.6675, -5.0757, 6.6184], [2.4802, 3.2864, -5.2479], [-2.0629, -0.0396, 3.9194], [-2.9721, -1.1624, 2.1104], [-2.0821, 1.4855, 0.9869], [2.3313, -8.4779, 7.5170], [-4.2421, -10.0560, 7.1958], [0.9195, 3.1657, -1.0370]], "forces_ev_per_angstrom": [[-1.54, 0.65, -0.40], [-2.49, 0.05, 1.35], [-0.04, -0.05, 0.12], [0.68, 0.35, -1.41], [-0.32, 0.05, 0.38], [-2.53, -0.28, 0.43], [-0.31, 0.00, -0.33], [-0.29, 0.41, -0.12], [0.46, 0.21, -0.01], [0.69, 2.13, 0.49], [-0.21, 0.16, -0.01], [-1.43, 0.08, -1.70], [0.42, 0.21, 0.28], [-0.75, 0.86, 2.38], [1.08, -2.42, -0.27], [-0.24, 0.36, -0.18], [1.21, -2.20, 0.08], [3.17, -0.10, -0.38], [0.38, -0.09, 0.36], [0.12, 0.07, -0.22], [-0.04, 0.05, 0.20], [0.07, -0.38, -0.35], [-0.25, -0.53, 2.46], [0.51, 1.66, 1.82], [0.22, -0.23, -2.37], [1.49, 1.41, -1.16], [0.00, -0.21, 0.43], [-0.90, 0.68, 0.24], [0.05, -0.14, 0.40], [-0.60, -1.34, 0.22], [-0.17, -0.44, -0.24], [-0.20, -0.25, 0.42], [0.10, 0.19, 0.23], [-0.95, 2.30, 0.00], [0.11, -0.51, -0.20], [0.35, -0.28, -0.36], [0.44, -0.06, 0.23], [-0.35, 0.09, 0.39], [0.40, -0.14, 0.01], [0.63, -1.86, 1.01], [0.09, -0.51, -0.07], [1.50, -0.23, 2.22], [-0.23, -0.05, 0.07], [0.05, -0.38, -0.33], [0.05, 0.34, -0.34], [-0.01, -0.16, 0.47], [0.13, 0.45, 0.00], [2.21, -0.32, -0.90], [0.32, -1.33, -1.92], [-0.01, 0.38, -0.24], [0.75, 0.72, -2.09], [-0.42, -0.16, -0.11], [0.06, 0.17, -0.47], [-0.20, -0.44, -0.23], [-2.36, 0.02, -0.23], [1.24, 2.26, 0.76], [0.68, 2.06, 1.88], [0.47, -1.51, 0.14], [-0.23, -0.08, 0.05], [-2.10, -1.37, 0.38], [-0.06, 0.45, -0.07], [1.12, -0.01, -0.26], [-0.52, 0.29, 0.02], [0.10, 0.01, -0.19], [-1.54, -0.15, -1.31], [-0.42, -0.87, 0.85], [1.70, 1.19, -0.40], [-0.12, -0.41, -0.37], [0.46, 0.24, -0.02], [-1.69, -1.11, -1.47]], "lowdin_charge": [0.743, -0.011, -0.256, -0.156, -0.032, 0.079, -0.102, 0.541, -0.021, 0.046, -1.594, 0.089, 0.532, 0.098, 0.104, 0.535, 0.114, -0.188, 0.535, -1.579, -1.572, 0.547, 0.016, 0.102, -0.249, 0.104, 0.543, 0.090, 0.531, -0.232, 0.552, 0.550, -1.614, 0.065, -0.191, 0.544, 0.547, -0.108, -0.045, 0.094, 0.577, 0.119, -1.604, 0.548, 0.590, 0.551, 0.526, 0.072, 0.043, 0.597, 0.117, -0.061, -0.024, 0.560, 0.120, 0.111, -0.554, -1.178, -1.587, 0.101, 0.548, -0.214, 0.527, -1.591, 0.080, -0.230, -0.067, 0.521, -0.025, 0.074], "e_lumo_ev": 0.5, "homo_lumo_gap_ev": 4.504, "total_charge": -1}